{"formula": "C66H86ClN14O3", "method": "ωB97M-V with the def2-TZVPD basis set", "species": ["C", "N", "N", "C", "H", "H", "C", "C", "C", "C", "C", "C", "N", "C", "H", "H", "C", "H", "C", "Cl", "H", "H", "H", "H", "C", "H", "H", "H", "C", "C", "H", "O", "H", "H", "H", "H", "H", "H", "N", "H", "C", "H", "H", "H", "C", "N", "C", "H", "H", "O", "H", "C", "H", "N", "H", "C", "H", "H", "H", "C", "C", "N", "H", "H", "C", "C", "C", "C", "H", "H", "C", "C", "C", "C", "H", "C", "C", "H", "H", "C", "C", "H", "N", "H", "H", "H", "C", "C", "C", "C", "H", "C", "H", "C", "C", "O", "C", "H", "H", "H", "H", "H", "H", "C", "H", "C", "H", "C", "H", "C", "H", "H", "C", "C", "C", "H", "H", "C", "C", "H", "H", "H", "N", "H", "C", "H", "C", "N", "N", "H", "C", "C", "H", "H", "C", "H", "H", "H", "C", "C", "H", "H", "H", "H", "H", "H", "N", "H", "H", "N", "N", "C", "C", "C", "C", "H", "H", "C", "H", "H", "C", "H", "H", "H", "H", "C", "C", "H", "C", "H"], "positions_angstrom": [[-1.345, 3.082, -8.458], [-1.979, 2.003, -7.908], [-5.504, -8.219, -0.233], [-6.449, -0.182, -0.906], [5.053, -5.392, 0.320], [2.712, -0.140, -0.850], [10.044, 1.703, 3.282], [-4.195, 10.644, -7.011], [-0.634, -1.093, 1.588], [4.726, -3.302, 0.622], [-1.243, 0.831, -4.601], [-2.444, 2.458, 3.552], [7.937, 1.139, 3.652], [-5.266, 0.374, -1.467], [-6.724, -6.764, -2.871], [-4.479, 6.500, -4.646], [3.879, -2.535, 5.523], [-0.731, -0.649, 2.578], [9.972, -5.118, 6.690], [4.297, -0.752, 1.025], [-2.165, 1.881, -6.928], [3.053, -2.966, 4.982], [7.091, 0.606, 3.688], [-3.584, -0.110, 5.270], [9.136, 0.688, 3.160], [-2.247, 3.155, 2.756], [-8.565, -2.912, -5.222], [-5.111, -4.685, -3.600], [2.205, -1.068, -1.099], [8.074, 2.431, 4.088], [-4.283, -5.207, 0.414], [-2.188, -2.784, 0.872], [6.802, -5.761, 3.217], [-4.467, -3.699, 1.320], [10.603, -4.213, 8.638], [-0.988, 3.890, -7.843], [-0.293, 11.598, -7.495], [-2.490, 4.661, -4.710], [-1.314, 1.203, -2.427], [-7.596, -1.144, -3.419], [3.574, -4.588, -1.022], [1.430, -1.627, 1.584], [-2.073, 1.638, 6.678], [-6.421, 10.431, -6.871], [-3.207, 10.029, -6.292], [-0.346, 12.523, -7.110], [-3.437, 4.578, -4.203], [2.663, -6.204, 12.512], [-0.858, 3.570, -10.528], [5.538, -3.070, 1.618], [-2.136, 10.118, -6.340], [5.832, -1.468, 5.785], [2.016, -3.870, 8.926], [-5.456, 5.050, -3.424], [6.875, -4.572, 1.051], [-4.422, 5.530, -4.182], [5.104, -5.367, 2.844], [7.572, -3.152, 5.956], [6.728, -0.957, 5.471], [-7.183, -2.106, -3.671], [-6.063, -1.089, 0.048], [-4.695, -1.109, 0.075], [-3.674, -5.075, 2.079], [-6.644, -1.727, 0.691], [3.034, -2.260, -0.758], [4.509, -4.519, -0.003], [-5.860, -3.923, -3.729], [2.418, -4.438, 9.747], [-3.146, -0.095, -0.968], [4.466, -4.366, 9.215], [-3.171, 1.297, 3.574], [-2.351, 1.651, 5.638], [-5.148, 3.797, -2.975], [9.370, 2.809, 3.870], [-4.399, -6.911, -1.515], [5.365, -1.780, 7.034], [6.568, -4.045, 1.952], [-2.201, -0.594, -3.176], [0.173, -0.436, -0.943], [-4.206, -0.219, -0.837], [-1.295, 2.893, -9.813], [-4.048, 11.365, -7.797], [3.988, -2.215, 0.222], [-5.818, 8.675, -4.906], [-4.796, -8.438, 0.441], [0.738, -5.018, 11.010], [-1.339, 13.428, -7.370], [-2.484, -4.105, 0.609], [0.823, -1.151, -0.438], [-3.898, 3.478, -3.430], [8.654, -5.169, 4.897], [1.796, -5.030, 10.813], [-2.068, 1.197, -11.057], [0.789, -0.903, 1.065], [-3.812, -4.546, 1.137], [-1.727, -4.785, -0.023], [-1.667, 0.313, -3.407], [5.855, -1.549, 7.965], [-2.862, 0.214, -8.664], [3.400, -5.528, -1.527], [-6.311, 5.539, -3.234], [1.430, 12.517, -5.926], [-2.157, 13.182, -8.025], [6.090, -4.955, 3.057], [-8.484, -8.346, -1.537], [-5.340, -7.396, -1.316], [-3.700, 0.870, 2.737], [0.568, 13.073, -6.253], [3.492, -2.842, 7.643], [0.155, 14.345, -5.962], [-0.351, 3.104, -2.370], [-1.650, 15.469, -6.671], [-5.439, 10.155, -6.526], [2.845, -3.466, -1.394], [-7.697, -2.981, -4.590], [-1.518, 1.102, -1.451], [-5.368, -2.281, -2.371], [-0.613, 2.079, -4.334], [4.004, -5.416, 10.985], [-7.116, -9.371, 0.561], [-7.465, 0.053, -1.176], [2.075, -1.091, -2.181], [4.919, -1.933, 4.869], [5.004, -5.709, 11.253], [-1.019, -2.569, 1.673], [0.663, 15.038, -5.314], [-7.452, -8.169, -1.285], [-1.951, 2.664, 4.812], [3.762, -4.679, 9.858], [7.410, -3.438, 2.274], [4.129, -2.460, 6.866], [-3.111, 0.784, 4.899], [10.643, -5.948, 6.552], [-0.223, -3.198, 1.265], [-6.015, -2.704, -3.123], [-5.189, 1.106, -2.252], [5.001, -1.847, 3.873], [6.005, -4.396, 3.989], [2.804, -5.651, 11.599], [-6.532, -7.341, -1.982], [-5.828, 3.246, -2.349], [-3.376, 2.560, -3.218], [2.098, -3.516, -2.173], [-1.347, -0.583, 0.941], [-1.394, 3.450, 5.092], [8.594, -2.477, 8.131], [8.346, -3.648, 6.365], [-1.205, -2.881, 2.701], [0.417, -2.146, -0.641], [-6.886, -4.083, -4.619], [-3.803, 9.191, -5.391], [-1.928, 1.651, -10.091], [8.938, -3.317, 7.552], [8.971, -4.744, 5.833], [-0.680, 2.283, -2.983], [9.242, -0.310, 2.772], [-4.120, -1.679, 0.670], [9.950, -4.210, 7.782], [-3.316, 8.617, -4.728], [1.174, 0.088, 1.310], [-5.164, 9.261, -5.528], [7.243, 2.966, 4.516], [9.792, 3.770, 4.108], [-1.374, 0.362, -5.562], [-7.024, -4.883, -5.207], [-6.786, -8.702, -0.214], [-2.341, 1.128, -8.894], [-0.178, 2.752, -5.053], [-1.056, 14.570, -6.673], [11.079, 1.660, 2.987]], "forces_ev_per_angstrom": [[0.0, 0.0, 0.0], [0.0, 0.0, 0.1], [0.0, -0.1, 0.0], [0.1, 0.1, 0.1], [0.0, 0.0, 0.0], [0.0, 0.0, 0.0], [0.0, 0.0, 0.0], [0.0, 0.0, 0.0], [0.1, -0.1, 0.5], [-0.3, 0.0, 0.0], [0.0, -0.1, -0.1], [0.0, 0.0, 0.0], [0.0, 0.0, 0.0], [-0.1, 0.0, 0.0], [0.0, 0.0, 0.0], [0.0, 0.0, -0.1], [0.0, 0.0, 0.0], [0.0, 0.1, 0.0], [0.0, 0.0, 0.0], [0.0, 0.1, 0.1], [-0.1, 0.1, 0.0], [0.0, 0.0, 0.0], [0.0, 0.0, 0.0], [0.0, 0.0, 0.0], [0.0, 0.0, 0.0], [0.0, 0.0, 0.0], [0.0, 0.0, 0.0], [0.0, 0.0, 0.0], [0.0, 0.0, -0.1], [0.0, 0.0, 0.0], [0.0, -0.1, 0.1], [-0.5, -0.1, 0.6], [0.0, -0.1, -0.1], [0.0, 0.0, 0.0], [0.0, 0.0, 0.0], [0.0, 0.0, 0.0], [0.0, 0.0, 0.0], [0.0, 0.0, 0.0], [0.1, 0.0, 0.0], [0.0, 0.0, 0.0], [0.1, 0.1, 0.1], [0.1, 0.1, 0.0], [0.0, 0.0, 0.0], [0.0, 0.0, 0.0], [0.0, 0.0, 0.0], [0.0, 0.0, 0.0], [0.0, 0.0, 0.1], [0.0, 0.0, 0.0], [0.0, 0.0, 0.0], [0.2, 0.3, -0.1], [0.0, 0.0, 0.0], [0.0, 0.0, -0.2], [0.0, 0.0, 0.0], [0.1, 0.0, -0.1], [-0.1, 0.0, -0.1], [0.0, 0.0, 0.0], [0.0, -0.2, -0.1], [0.0, -0.1, 0.1], [0.0, 0.0, 0.1], [0.0, 0.0, 0.0], [0.0, 0.1, -0.1], [-0.1, -0.1, 0.2], [0.1, -0.1, 0.0], [0.0, 0.0, 0.0], [0.2, -0.1, 0.0], [-0.2, 0.0, -0.3], [0.0, 0.0, 0.0], [0.1, 0.0, 0.0], [0.0, -0.1, 0.0], [0.0, 0.0, 0.0], [0.0, -0.1, -0.1], [0.0, 0.0, 0.0], [-0.1, 0.1, 0.2], [0.0, 0.0, 0.0], [0.0, 0.0, 0.0], [0.0, 0.0, 0.0], [0.2, -0.2, 0.2], [0.0, 0.0, 0.0], [0.0, 0.0, 0.0], [0.1, 0.0, 0.0], [0.0, 0.0, 0.0], [0.0, 0.0, 0.0], [0.0, -0.2, 0.1], [0.0, 0.0, 0.0], [0.0, -0.1, 0.0], [0.0, 0.0, 0.0], [0.0, 0.0, 0.0], [0.1, 0.0, -0.4], [0.0, -0.1, 0.0], [0.0, 0.0, 0.0], [0.0, 0.0, 0.0], [0.0, 0.0, 0.0], [0.0, 0.0, 0.0], [-0.1, -0.2, -0.1], [-0.2, 0.2, -0.3], [0.1, -0.1, 0.3], [0.0, 0.1, 0.0], [0.0, 0.0, 0.0], [0.0, 0.0, 0.0], [0.0, 0.0, 0.0], [0.0, 0.0, 0.0], [0.0, 0.0, 0.0], [0.0, 0.0, 0.0], [-0.1, 0.3, 0.2], [0.0, 0.0, 0.0], [0.1, 0.1, 0.1], [0.0, 0.0, 0.0], [0.0, 0.0, 0.0], [0.0, 0.0, 0.0], [0.0, 0.0, 0.0], [0.0, 0.0, 0.0], [0.0, 0.0, 0.0], [0.0, 0.0, 0.0], [0.0, 0.0, 0.1], [0.0, 0.0, 0.0], [-0.1, 0.1, 0.0], [0.0, 0.0, 0.0], [0.0, 0.0, 0.0], [0.0, 0.0, 0.0], [0.0, 0.0, 0.0], [0.0, 0.0, 0.0], [0.0, 0.1, 0.0], [0.1, 0.0, 0.0], [0.0, 0.0, 0.0], [0.4, 0.1, -0.6], [0.0, 0.0, 0.0], [0.1, 0.0, 0.1], [0.0, 0.0, 0.0], [0.0, 0.0, 0.0], [0.0, 0.0, 0.0], [0.0, 0.0, 0.0], [0.0, 0.0, 0.0], [0.0, 0.0, 0.0], [0.1, 0.0, 0.1], [0.1, -0.1, 0.0], [0.0, 0.0, -0.1], [0.0, 0.0, -0.1], [0.0, 0.0, 0.0], [0.0, 0.0, 0.0], [-0.1, 0.0, -0.1], [0.0, 0.0, 0.0], [0.0, 0.0, -0.1], [0.0, 0.0, 0.0], [-0.1, 0.0, 0.0], [0.0, 0.0, 0.0], [0.0, 0.0, 0.0], [0.0, 0.0, -0.1], [-0.2, 0.0, 0.0], [-0.2, 0.0, -0.1], [0.0, 0.0, 0.0], [0.0, 0.0, 0.0], [0.0, 0.0, 0.0], [0.0, 0.0, 0.0], [0.0, 0.0, 0.0], [0.1, 0.0, 0.1], [0.0, 0.0, 0.0], [0.1, 0.0, 0.0], [0.0, 0.0, 0.0], [0.0, 0.0, 0.0], [-0.1, 0.1, 0.0], [0.0, 0.0, 0.0], [0.0, 0.0, 0.0], [0.0, 0.0, 0.0], [0.1, 0.0, 0.0], [0.0, 0.0, 0.0], [0.0, 0.1, 0.0], [0.0, 0.0, 0.0], [0.0, 0.0, 0.0], [0.0, 0.0, 0.0], [0.0, 0.0, 0.0]], "total_charge": 1, "energy_ev": -109352.61813, "spin_multiplicity": 1, "homo_ha": -0.3336, "lumo_energy_ha": -0.1535}